# 1
Molecular formula: C23H28MgN4O4S6SeSi2Te
Method: DFT, wB97M-V/def2-TZVPD

```
70
Properties=species:S:1:pos:R:3
Mg -0.85904 -0.71145 -0.46608
S 3.70112 -2.02774 4.83700
C 2.63512 -1.41523 3.72712
S 0.92110 -1.54700 3.87089
C 0.47921 -0.69863 2.40282
C 1.50966 -0.24571 1.64193
S 1.33600 0.66146 0.19435
S 3.11037 -0.57730 2.29321
S -1.19850 -0.45021 2.05080
S -2.47597 2.15785 -7.20403
N -2.92956 2.66061 -5.72278
C -2.29480 1.90265 -4.84907
C -2.40065 2.00298 -3.41638
C -3.23108 2.92974 -2.78037
C -3.26704 2.95102 -1.40717
C -2.48273 2.03551 -0.70196
N -1.67680 1.17301 -1.28726
C -1.62453 1.13626 -2.62592
C -0.73671 0.15782 -3.24839
N -0.00197 -0.60633 -2.43250
C 0.77730 -1.53444 -2.94730
C 0.90542 -1.74343 -4.32156
C 0.17640 -0.95742 -5.17559
C -0.65826 0.02934 -4.64261
C -1.44306 0.92313 -5.45527
N -1.45207 0.96648 -6.77332
H -3.82193 3.60148 -3.38939
H -3.89320 3.65020 -0.87037
H -2.49310 2.02020 0.38043
H 1.32684 -2.13188 -2.23194
H 1.54569 -2.52989 -4.69347
H 0.22192 -1.07508 -6.25042
C 1.04971 7.16017 2.36823
Si 1.15336 5.34424 2.94390
C 2.29335 4.41709 1.76182
C 1.95174 5.37993 4.66614
C -0.56320 4.60271 3.05667
Te -0.58446 2.40734 2.59048
C -2.06642 2.06197 4.15535
Si -3.86193 2.07958 3.59428
C -4.24667 3.71182 2.69588
C -4.40639 0.63101 2.52082
C -4.93503 2.02711 5.17203
H 2.03123 7.64140 2.38758
H 0.38285 7.73851 3.01194
H 0.66900 7.22869 1.34664
H 3.33283 4.73722 1.86224
H 1.99428 4.56252 0.72172
H 2.24844 3.34342 1.95620
H 2.96532 5.78540 4.62573
H 2.00756 4.37151 5.08096
H 1.37187 5.99569 5.35749
H -1.23900 5.09286 2.35266
H -0.97585 4.75236 4.05723
H -1.88505 2.79536 4.94412
H -1.81499 1.07536 4.54551
H -5.10328 3.59812 2.02675
H -3.38739 4.03024 2.10106
H -4.47753 4.51571 3.39867
H -3.98645 0.66964 1.51436
H -5.49533 0.60649 2.42882
H -4.08113 -0.31570 2.95353
H -4.76682 2.90058 5.80622
H -4.70746 1.13695 5.76241
H -5.99972 1.99576 4.92481
O -2.58158 -1.38978 -1.20642
Se -1.85662 -2.87187 -1.38714
O -2.76175 -4.06219 -0.81595
O -0.48951 -2.62288 -0.47550
O -1.47153 -3.12643 -2.93301
```

Summary:
energy above the lowest of the compared OMol25 structures with the same formula, charge and spin: 112.5 kJ/mol
LUMO level: 3.14 eV
total charge: -2
E: -7251.1498 a.u.
HOMO-LUMO gap: 0.163 Ha
max |F|: 2.21 eV/Å
HOMO level: -1.3 eV



# 2
Molecular formula: C23H28N5NaO5
Method: DFT, wB97M-V/def2-TZVPD

```
62
Properties=species:S:1:pos:R:3
Na 1.44577 -0.43087 -0.50523
O 3.27708 -0.19805 -1.69687
C 4.00658 0.79668 -1.44683
C 5.43304 0.67926 -1.49492
C 6.28213 1.70927 -1.18246
C 5.77627 2.94849 -0.80004
C 4.40461 3.11815 -0.76220
C 3.50407 2.10859 -1.09397
C 2.10037 2.40868 -1.03810
N 1.18006 1.63203 -1.46336
N -0.10563 2.07230 -1.34072
C -1.00402 1.14179 -1.62397
O -0.84060 -0.03139 -2.01150
C -2.41574 1.61090 -1.39035
C -3.41645 0.64427 -1.29242
C -4.72274 0.99488 -1.01868
C -5.06500 2.32799 -0.85454
C -4.08252 3.30026 -0.97461
C -2.77210 2.94838 -1.23818
H 5.83242 -0.29193 -1.77141
H 7.35963 1.55676 -1.22472
H 6.44641 3.76014 -0.53027
H 4.01092 4.08595 -0.45742
H 1.83696 3.40079 -0.61605
H -3.11821 -0.38561 -1.42293
H -5.48370 0.22942 -0.91658
H -6.08659 2.60598 -0.61927
H -4.34984 4.34245 -0.84173
H -1.99612 3.69443 -1.31773
N 1.10421 -2.45114 -2.06080
C 1.66509 -3.75169 -1.79786
C 2.63171 -3.65786 -0.62502
C 1.87606 -3.20772 0.67231
O 1.11591 -4.05113 1.18895
O 2.10192 -2.05920 1.07562
H 0.47278 -2.44662 -2.85273
H 1.83514 -1.77019 -2.23413
H 2.20423 -4.18574 -2.67847
H 0.84680 -4.44215 -1.54290
H 3.39432 -2.91302 -0.84696
H 3.10325 -4.63053 -0.44943
C -1.30597 -2.26720 0.16316
N -1.82743 -1.36520 1.17170
C -2.90702 -1.88365 1.96623
C -3.59606 -0.75230 2.71145
C -2.53379 -0.03392 3.52598
N -1.50046 0.42772 2.64179
C -0.61509 1.42984 3.17392
C -1.05989 -0.31157 1.54614
O -0.07610 0.04752 0.93291
H -2.13969 -2.82844 -0.26191
H -0.57644 -2.96079 0.58610
H -0.81925 -1.68868 -0.61708
H -2.54708 -2.64583 2.67776
H -3.61594 -2.37772 1.29011
H -4.38957 -1.13857 3.35537
H -4.02242 -0.05492 1.98806
H -2.13383 -0.71384 4.30046
H -2.96172 0.83809 4.03936
H -1.18816 2.32511 3.43306
H 0.11524 1.66760 2.40481
H -0.08784 1.07375 4.06914
```

Summary:
LUMO level: 4.15 eV
total charge: -2
E: -1705.6578 a.u.
HOMO-LUMO gap: 0.179 Ha
max |F|: 1.07 eV/Å
HOMO level: -0.7 eV



# 3
Molecular formula: C23H28N6O3
Method: DFT, wB97M-V/def2-TZVPD

```
60
Properties=species:S:1:pos:R:3
C -5.17566 -0.03726 -3.30081
N -4.25846 -0.77823 -2.43201
C -3.01229 -1.13927 -2.76995
O -2.50864 -0.85442 -3.85352
C -2.20500 -1.92251 -1.72100
C -1.49866 -0.94618 -0.76179
C -0.75306 -1.61122 0.37899
C -1.44029 -1.97373 1.55369
C -0.77101 -2.66640 2.57873
C 0.58852 -2.99439 2.43294
C 1.28447 -2.60432 1.27606
C 0.61518 -1.91551 0.24973
N -1.21914 -2.79707 -2.37401
C -0.85179 -4.03875 -2.05806
C -1.55121 -4.78416 -0.93847
O 0.03443 -4.59716 -2.68478
H -5.18263 1.01748 -3.02111
H -6.18654 -0.43800 -3.20966
H -4.86207 -0.11838 -4.34483
H -4.58915 -1.03441 -1.51583
H -2.90633 -2.52389 -1.14520
H -2.24490 -0.27459 -0.33529
H -0.80066 -0.33165 -1.33341
H -2.49091 -1.74495 1.66056
H -1.30748 -2.96631 3.46906
H 1.10197 -3.54788 3.20790
H 2.33189 -2.85075 1.16348
H 1.14839 -1.64598 -0.65209
H -0.76343 -2.41419 -3.19080
H -1.35218 -4.29329 0.00973
H -1.15945 -5.79979 -0.90079
H -2.61941 -4.82040 -1.13647
C 1.11330 5.63514 -3.22986
O 0.36535 4.54505 -2.67657
C 0.88900 3.88956 -1.58759
C 2.16269 4.11522 -1.03897
C 2.59465 3.39873 0.08161
C 1.76971 2.43989 0.70128
C 2.24310 1.72529 1.91328
C 1.45923 0.79494 2.57296
C 1.97847 0.23910 3.69549
N 1.29130 -0.67850 4.39334
N 3.16077 0.49442 4.17628
C 3.83921 1.35493 3.46602
N 5.02256 1.69321 3.96437
N 3.45463 2.00734 2.39796
C 0.49967 2.21350 0.13285
C 0.07700 2.92629 -0.99232
H 0.54425 6.09151 -4.04479
H 2.06845 5.28529 -3.63479
H 1.30138 6.40231 -2.47179
H 2.84084 4.84485 -1.46493
H 3.58744 3.60038 0.47590
H 0.47058 0.50760 2.25497
H 0.70804 -1.27151 3.81201
H 1.89236 -1.12958 5.07289
H 5.29791 2.61252 3.65162
H 5.06727 1.48212 4.95055
H -0.19047 1.48787 0.54589
H -0.90322 2.74009 -1.41864
```

Summary:
energy above the lowest of the compared OMol25 structures with the same formula, charge and spin: 0.0 kJ/mol
LUMO level: 0.31 eV
total charge: 0
E: -1447.5709 a.u.
HOMO-LUMO gap: 0.308 Ha
max |F|: 2.18 eV/Å
SMILES: CNC(=O)[C@H](Cc1ccccc1)NC(C)=O.COc1ccc(-c2cc(N)nc(N)n2)cc1
HOMO level: -8.1 eV



# 4
Molecular formula: C23H28O4
Method: DFT, wB97M-V/def2-TZVPD

```
55
Properties=species:S:1:pos:R:3
C -5.12875 -1.51134 -0.06150
C -3.96848 -2.19503 -0.73102
O -4.11954 -2.89409 -1.71150
C -2.61933 -1.97725 -0.15269
C -2.35233 -1.11095 0.90322
C -1.06704 -0.94982 1.38751
C -0.01351 -1.66738 0.82716
O 1.27812 -1.60670 1.22183
C 1.69967 -0.61496 2.13806
C 3.22576 -0.64409 2.22836
C 3.92994 -0.11864 0.97424
C 3.83210 -1.09559 -0.19503
C 4.48827 -0.60640 -1.48568
C 3.89813 0.67885 -2.07542
C 2.37052 0.68827 -2.17421
O 1.88348 1.34382 -1.01534
C 0.55969 1.49295 -0.81352
C -0.45184 0.93969 -1.59636
C -1.77102 1.16811 -1.26694
C -2.12729 1.95316 -0.16892
C -3.56045 2.14799 0.12151
C -3.92050 3.07912 1.25533
O -4.42376 1.57872 -0.51632
C -1.10715 2.50738 0.60846
C 0.21004 2.27866 0.29256
C -0.27528 -2.54312 -0.23241
C -1.55275 -2.68782 -0.71198
H -5.05003 -0.43710 -0.22709
H -5.13214 -1.70425 1.00818
H -6.05707 -1.86559 -0.50210
H -3.14935 -0.54356 1.35752
H -0.89173 -0.26768 2.20514
H 1.26824 -0.81865 3.12886
H 1.35877 0.37265 1.80247
H 3.51287 -0.03145 3.08542
H 3.53978 -1.67099 2.42306
H 3.48441 0.83532 0.69295
H 4.98291 0.05541 1.21001
H 4.30912 -2.03566 0.09330
H 2.78382 -1.31415 -0.38344
H 4.39821 -1.40234 -2.22963
H 5.55390 -0.43973 -1.31216
H 4.18753 1.53649 -1.46695
H 4.32021 0.82299 -3.07121
H 2.04471 1.24500 -3.06311
H 1.97493 -0.33196 -2.23948
H -0.21769 0.33090 -2.45492
H -2.55983 0.73864 -1.86621
H -3.53051 2.69361 2.19508
H -5.00288 3.15543 1.32350
H -3.49956 4.06649 1.08106
H -1.33732 3.12012 1.46579
H 1.00523 2.71131 0.88131
H 0.54911 -3.09803 -0.65348
H -1.76235 -3.35677 -1.53331
```

Summary:
energy above the lowest of the compared OMol25 structures with the same formula, charge and spin: 2.8 kJ/mol
LUMO level: 0.34 eV
total charge: 0
E: -1194.1933 a.u.
HOMO-LUMO gap: 0.324 Ha
max |F|: 0.56 eV/Å
SMILES: CC(=O)c1ccc(OCCCCCCCOc2ccc(C(C)=O)cc2)cc1
HOMO level: -8.5 eV



Please write out number 3 again, unchanged.
Molecular formula: C23H28N6O3
Method: DFT, wB97M-V/def2-TZVPD

```
60
Properties=species:S:1:pos:R:3
C -5.17566 -0.03726 -3.30081
N -4.25846 -0.77823 -2.43201
C -3.01229 -1.13927 -2.76995
O -2.50864 -0.85442 -3.85352
C -2.20500 -1.92251 -1.72100
C -1.49866 -0.94618 -0.76179
C -0.75306 -1.61122 0.37899
C -1.44029 -1.97373 1.55369
C -0.77101 -2.66640 2.57873
C 0.58852 -2.99439 2.43294
C 1.28447 -2.60432 1.27606
C 0.61518 -1.91551 0.24973
N -1.21914 -2.79707 -2.37401
C -0.85179 -4.03875 -2.05806
C -1.55121 -4.78416 -0.93847
O 0.03443 -4.59716 -2.68478
H -5.18263 1.01748 -3.02111
H -6.18654 -0.43800 -3.20966
H -4.86207 -0.11838 -4.34483
H -4.58915 -1.03441 -1.51583
H -2.90633 -2.52389 -1.14520
H -2.24490 -0.27459 -0.33529
H -0.80066 -0.33165 -1.33341
H -2.49091 -1.74495 1.66056
H -1.30748 -2.96631 3.46906
H 1.10197 -3.54788 3.20790
H 2.33189 -2.85075 1.16348
H 1.14839 -1.64598 -0.65209
H -0.76343 -2.41419 -3.19080
H -1.35218 -4.29329 0.00973
H -1.15945 -5.79979 -0.90079
H -2.61941 -4.82040 -1.13647
C 1.11330 5.63514 -3.22986
O 0.36535 4.54505 -2.67657
C 0.88900 3.88956 -1.58759
C 2.16269 4.11522 -1.03897
C 2.59465 3.39873 0.08161
C 1.76971 2.43989 0.70128
C 2.24310 1.72529 1.91328
C 1.45923 0.79494 2.57296
C 1.97847 0.23910 3.69549
N 1.29130 -0.67850 4.39334
N 3.16077 0.49442 4.17628
C 3.83921 1.35493 3.46602
N 5.02256 1.69321 3.96437
N 3.45463 2.00734 2.39796
C 0.49967 2.21350 0.13285
C 0.07700 2.92629 -0.99232
H 0.54425 6.09151 -4.04479
H 2.06845 5.28529 -3.63479
H 1.30138 6.40231 -2.47179
H 2.84084 4.84485 -1.46493
H 3.58744 3.60038 0.47590
H 0.47058 0.50760 2.25497
H 0.70804 -1.27151 3.81201
H 1.89236 -1.12958 5.07289
H 5.29791 2.61252 3.65162
H 5.06727 1.48212 4.95055
H -0.19047 1.48787 0.54589
H -0.90322 2.74009 -1.41864
```

Summary:
energy above the lowest of the compared OMol25 structures with the same formula, charge and spin: 0.0 kJ/mol
LUMO level: 0.31 eV
total charge: 0
E: -1447.5709 a.u.
HOMO-LUMO gap: 0.308 Ha
max |F|: 2.18 eV/Å
SMILES: CNC(=O)[C@H](Cc1ccccc1)NC(C)=O.COc1ccc(-c2cc(N)nc(N)n2)cc1
HOMO level: -8.1 eV